# C5H10NOS

The ion C5H10NOS with charge +1 in a non-equilibrium geometry (the ωB97M-V functional and the def2-TZVPD basis, the OMol25 dataset).

2S+1: 1
ΔE to the lowest compared entry with this formula, charge and spin: 313.1 kJ/mol
LUMO energy: -0.2429 Eh
Charge: +1
Gap between HOMO and LUMO: 6.764 eV
Highest occupied orbital energy: -13.4 eV

Each line ends with the Löwdin charge.
Positions of all 18 atoms, in Å:
C (-0.312, -0.715, -0.125)  -0.51
C (0.689, 0.103, 0.702)  -0.14
C (2.028, -0.212, 0.492)  0.12
C (2.575, -0.725, -0.799)  0.02
C (-2.769, -0.636, -0.638)  -0.10
N (-1.476, -0.035, -0.177)  -0.41
O (-0.113, -1.850, -0.453)  0.13
S (-1.772, 1.495, 0.624)  0.90
H (0.414, 1.143, 0.553)  0.09
H (0.638, -0.027, 1.796)  0.16
H (2.336, -1.800, -0.782)  0.14
H (2.603, -0.301, 1.373)  0.14
H (2.058, -0.375, -1.688)  0.12
H (3.620, -0.786, -0.960)  0.09
H (-2.697, -1.539, -1.248)  0.09
H (-3.538, -0.994, 0.190)  0.14
H (-3.199, -0.072, -1.408)  0.06
H (-2.802, 1.009, 1.426)  -0.05

Forces on atoms 1 to 3 (eV/Å):
C -0.726 -0.056 1.513
C 0.434 -0.493 1.241
C 1.685 -1.500 -3.322